[1]
Computed, not measured: a structure of composition C19H18Cl2N2OPdS3, with ωB97M-V with the def2-TZVPD basis set.

Output
HOMO-LUMO gap (spin up / spin down) in eV: 7.6 / 4.7
LUMO level (spin up / spin down) in eV: -0.05 / -3.41

```
! wB97M-V def2-TZVPD RIJCOSX def2/J DEFGRID3
* xyz 0 5
Pd 0.42 -0.24 -0.47
S 0.14 -2.55 0.48
C 1.68 -2.78 -0.12
S 2.48 -1.57 -0.95
C 2.32 -4.07 0.14
C 3.65 -4.32 -0.30
N 4.72 -4.54 -0.65
C 1.66 -5.11 0.83
N 1.12 -5.98 1.37
Cl 1.27 1.77 -2.03
C -0.15 2.73 -2.28
C 0.00 3.83 -3.10
C -1.09 4.64 -3.36
C -2.34 4.36 -2.83
C -2.49 3.26 -2.01
Cl -4.07 2.95 -1.39
C -1.40 2.39 -1.69
S -1.65 1.09 -0.63
H 0.97 4.05 -3.52
H -0.97 5.51 -4.00
H -3.19 4.99 -3.03
C 1.31 -0.97 4.59
C 1.15 0.47 4.08
C -0.08 1.11 4.74
C 2.40 1.28 4.44
C 0.99 0.45 2.61
C 0.96 0.41 1.40
H 1.42 -0.97 5.68
H 2.18 -1.45 4.15
H 0.43 -1.57 4.34
H 0.04 1.10 5.83
H -0.98 0.55 4.49
H -0.20 2.14 4.41
H 2.55 1.29 5.53
H 2.31 2.31 4.09
H 3.29 0.84 3.98
C -2.03 -3.01 -3.21
C -1.54 -1.59 -3.23
C -2.39 -0.55 -3.92
O -0.50 -1.28 -2.68
H -2.33 -3.34 -4.20
H -2.93 -3.05 -2.58
H -1.27 -3.66 -2.79
H -2.79 -0.93 -4.86
H -1.81 0.35 -4.09
H -3.25 -0.32 -3.28
*
```

[2]
Computed, not measured: a cluster of 2 separate species, C19H18ClN2O5S in total in a non-equilibrium geometry, with ωB97M-V with the def2-TZVPD basis set.

Output
HOMO-LUMO gap in eV: 4.8
LUMO level in eV: 2.21

```
! wB97M-V def2-TZVPD RIJCOSX def2/J DEFGRID3
* xyz -1 1
C 5.85 -2.25 -0.96
C 4.63 -2.79 -0.24
O 4.12 -1.86 0.68
C 3.14 -2.46 1.44
C 2.20 -1.56 2.06
N 1.11 -1.99 2.64
C 0.05 -1.20 2.78
C -1.13 -1.61 3.42
C -2.30 -0.80 3.37
C -3.43 -1.18 4.03
C -3.45 -2.36 4.77
Cl -4.86 -2.79 5.64
C -2.33 -3.18 4.81
C -1.19 -2.82 4.14
O 3.03 -3.67 1.56
H 6.14 -2.87 -1.81
H 5.67 -1.24 -1.30
H 6.70 -2.21 -0.27
H 3.81 -3.00 -0.95
H 4.83 -3.72 0.30
H 2.32 -0.51 1.87
H 0.07 -0.24 2.30
H -2.28 0.10 2.79
H -4.32 -0.57 3.98
H -2.36 -4.10 5.37
H -0.32 -3.45 4.16
C -2.56 5.86 -2.40
C -2.10 4.48 -2.71
C -2.78 3.39 -2.20
C -2.33 2.10 -2.43
C -1.20 1.90 -3.18
S -0.59 0.22 -3.44
N 0.24 0.12 -2.04
C 1.22 -0.68 -2.02
O 2.13 -1.40 -1.98
O -1.85 -0.59 -3.46
O 0.27 0.36 -4.65
C -0.52 2.97 -3.72
C -0.97 4.25 -3.49
H -1.91 6.61 -2.85
H -3.57 6.03 -2.77
H -2.56 6.03 -1.32
H -3.68 3.54 -1.62
H -2.86 1.25 -2.04
H 0.35 2.79 -4.33
H -0.45 5.09 -3.92
*
```

[3]
Computed, not measured: a structure of composition C19H18ClNO4 in a non-equilibrium geometry, with ωB97M-V with the def2-TZVPD basis set.

Output
Energy above the lowest of the compared OMol25 structures with the same formula, charge and spin in eV: 18.727
HOMO-LUMO gap in eV: 6.5
LUMO level in eV: -0.88

```
! wB97M-V def2-TZVPD RIJCOSX def2/J DEFGRID3
* xyz 0 1
C -0.17 -3.98 1.63
H 0.59 -4.81 1.24
O -0.37 -3.06 0.43
C 0.54 -2.53 -0.21
C 1.85 -2.74 0.03
C 2.71 -1.90 -0.44
C 2.31 -1.12 -1.38
C 1.04 -0.93 -2.05
C 0.06 -1.67 -1.36
H -0.89 -1.71 -1.55
H 0.69 -0.12 -2.73
C 3.28 0.08 -2.24
N 3.33 1.01 -1.45
C 4.17 1.51 -0.26
O 5.25 0.96 -0.33
C 3.45 2.33 0.88
O 2.16 1.97 0.89
C 1.71 0.93 1.53
O 2.63 0.37 1.96
C 0.29 0.73 1.42
C -0.57 1.41 0.46
C -2.04 1.21 0.47
C -2.49 -0.03 0.64
C -3.88 -0.34 0.51
C -4.62 0.79 -0.43
C -4.00 1.89 -0.48
C -2.73 1.92 -0.23
H -2.29 3.24 -0.47
H -4.79 2.61 -0.76
Cl -6.25 0.28 -0.42
H -4.23 -1.25 0.48
H -1.90 -0.97 0.84
H -0.12 2.36 0.11
H -0.01 -0.34 1.79
H 3.98 2.10 1.72
H 3.69 3.61 0.51
H 2.41 1.59 -1.43
H 4.41 -0.37 -1.80
H 3.13 0.27 -3.16
H 3.68 -1.71 -0.08
H 2.23 -3.25 1.17
H -1.31 -4.31 2.13
H 0.16 -3.46 2.39
*
```

[4]
Computed, not measured: a structure of composition C19H18Co2NO7 in a non-equilibrium geometry, with ωB97M-V with the def2-TZVPD basis set.

Output
Energy above the lowest of the compared OMol25 structures with the same formula, charge and spin in eV: 0.400
HOMO-LUMO gap in eV: 3.0
LUMO level in eV: 1.64

```
! wB97M-V def2-TZVPD RIJCOSX def2/J DEFGRID3
* xyz -1 1
C 2.85 -2.16 1.16
C 2.34 -0.74 1.29
N 1.01 -0.65 0.86
C 0.18 0.43 0.75
C -0.99 0.21 -0.05
C -2.10 1.01 -0.05
C -3.35 0.74 -0.81
C -3.47 -0.65 -1.47
C -2.12 -1.18 -1.94
C -1.03 -1.09 -0.85
C 0.41 1.65 1.63
O 3.02 0.20 1.70
H 2.21 -2.87 1.71
H 2.90 -2.46 0.10
H 3.85 -2.18 1.59
H 0.65 -1.56 0.57
H -2.13 1.89 0.60
H -4.22 0.89 -0.16
H -3.45 1.49 -1.61
H -3.92 -1.35 -0.75
H -4.15 -0.60 -2.32
H -2.24 -2.24 -2.24
H -1.79 -0.63 -2.83
H -0.08 -1.34 -1.35
H -1.26 -1.92 -0.16
H -0.57 2.15 1.68
H 0.59 1.30 2.68
O 3.64 3.60 6.25
C 3.31 4.41 5.49
Co 2.82 5.67 4.36
C 1.14 5.98 4.91
O 0.10 6.23 5.33
C 3.73 6.79 5.43
O 4.28 7.52 6.12
C 2.77 4.17 2.84
C 1.81 3.80 1.99
C 1.39 2.68 1.13
Co 2.03 5.60 2.02
C 0.31 6.00 1.96
O -0.82 6.25 1.90
C 2.64 6.52 0.60
O 3.04 7.17 -0.27
C 2.63 7.17 2.98
O 2.77 8.33 2.99
H 3.76 3.70 2.91
H 0.94 3.16 0.22
H 2.29 2.20 0.70
*
```

[5]
Computed, not measured: the molecule C19H18F2N4O3 in a non-equilibrium geometry, with ωB97M-V with the def2-TZVPD basis set.

Output
Energy above the lowest of the compared OMol25 structures with the same formula, charge and spin in eV: 0.032
HOMO-LUMO gap in eV: 9.6
SMILES string: Cc1cc(C)nc(CCNC(=O)c2cc(COc3ccc(F)cc3F)on2)n1
LUMO level in eV: 0.62

```
! wB97M-V def2-TZVPD RIJCOSX def2/J DEFGRID3
* xyz 0 1
C -1.55 -3.97 -0.17
C -1.84 -2.60 0.36
N -3.03 -2.08 0.06
C -3.27 -0.85 0.47
N -2.46 -0.10 1.20
C -1.28 -0.62 1.54
C -0.91 -1.89 1.10
H 0.05 -2.30 1.35
C -0.40 0.21 2.41
H -0.43 -0.17 3.43
H -0.75 1.24 2.42
H 0.64 0.17 2.07
C -4.55 -0.21 0.01
H -4.87 0.52 0.74
H -5.32 -0.97 -0.13
C -4.27 0.48 -1.34
N -3.17 1.40 -1.22
C -1.90 0.97 -1.41
O -1.59 -0.04 -2.00
C -0.87 1.86 -0.81
N -1.14 3.02 -0.26
O 0.01 3.49 0.26
C 1.00 2.60 0.04
C 0.50 1.54 -0.65
H 0.98 0.65 -0.99
C 2.35 2.90 0.62
O 2.97 1.75 1.14
C 3.53 0.84 0.29
C 3.99 -0.34 0.89
C 4.61 -1.34 0.17
C 4.75 -1.16 -1.20
C 4.30 -0.02 -1.83
C 3.69 0.97 -1.08
H 3.33 1.85 -1.59
H 4.42 0.09 -2.89
F 5.35 -2.13 -1.92
H 4.96 -2.24 0.66
F 3.83 -0.50 2.22
H 2.99 3.40 -0.12
H 2.22 3.57 1.47
H -3.28 2.19 -0.60
H -3.99 -0.27 -2.08
H -5.16 1.02 -1.68
H -0.90 -4.52 0.51
H -1.05 -3.88 -1.13
H -2.48 -4.51 -0.32
*
```

[6]
Computed, not measured: the molecule C19H18F3N3O5, with ωB97M-V with the def2-TZVPD basis set.

Output
Energy above the lowest of the compared OMol25 structures with the same formula, charge and spin in eV: 0.241
HOMO-LUMO gap in eV: 9.1
SMILES string: COc1cccc([C@H]2NC(=O)N[C@](O)(C(F)(F)F)[C@@H]2C(=O)c2cccnc2)c1OC
LUMO level in eV: 0.46

```
! wB97M-V def2-TZVPD RIJCOSX def2/J DEFGRID3
* xyz 0 1
C -5.83 0.07 0.47
H -5.99 1.04 -0.01
O -4.49 -0.10 0.86
C -3.52 -0.12 -0.11
C -3.78 0.09 -1.46
C -2.76 0.10 -2.39
C -1.45 -0.10 -1.99
C -1.17 -0.31 -0.65
C -2.19 -0.34 0.30
O -1.77 -0.55 1.59
C -2.65 -1.07 2.56
H -3.37 -0.33 2.90
H -3.19 -1.95 2.19
H -2.01 -1.37 3.39
C 0.25 -0.56 -0.17
N 1.17 -0.84 -1.24
C 1.91 0.07 -1.91
O 2.54 -0.20 -2.91
N 2.00 1.33 -1.33
H 2.36 2.04 -1.95
C 1.11 1.78 -0.31
O -0.05 2.31 -0.90
H -0.69 2.58 -0.23
C 0.79 0.62 0.66
C 1.98 0.21 1.54
O 2.02 0.55 2.69
C 2.98 -0.69 0.92
C 4.09 -0.25 0.21
C 4.96 -1.18 -0.34
C 4.69 -2.52 -0.15
N 3.66 -2.96 0.57
C 2.84 -2.07 1.09
H 2.03 -2.48 1.69
H 5.32 -3.29 -0.56
H 5.82 -0.86 -0.90
H 4.28 0.81 0.09
H 0.00 0.96 1.35
C 1.79 2.96 0.43
F 2.98 2.66 0.96
F 1.01 3.41 1.43
F 2.00 3.99 -0.40
H 1.11 -1.75 -1.69
H 0.22 -1.44 0.49
H -0.66 -0.07 -2.72
H -2.99 0.27 -3.43
H -4.79 0.26 -1.79
H -6.16 -0.73 -0.21
H -6.41 0.02 1.39
*
```

[7]
Computed, not measured: a structure of composition C19H18F3N4O2PtS2Se in a non-equilibrium geometry, with ωB97M-V with the def2-TZVPD basis set.

Output
Energy above the lowest of the compared OMol25 structures with the same formula, charge and spin in eV: 0.000
HOMO-LUMO gap (spin up / spin down) in eV: 6.4 / 7.0
LUMO level (spin up / spin down) in eV: 2.18 / 1.84

```
! wB97M-V def2-TZVPD RIJCOSX def2/J DEFGRID3
* xyz -1 3
Pt -0.50 -0.34 -1.04
O 3.96 -1.16 0.00
C 4.39 0.11 0.10
C 5.72 0.30 0.49
C 6.22 1.55 0.58
C 5.45 2.71 0.30
C 4.14 2.56 -0.11
C 3.62 1.25 -0.25
C 2.21 1.04 -0.66
O 1.85 -0.16 -0.98
N 1.43 2.10 -0.67
N 0.13 1.80 -1.00
C -0.65 2.77 -0.70
S -0.05 4.19 0.19
C -1.61 5.11 0.04
C -2.78 4.11 0.02
S -2.31 2.76 -1.13
H 3.03 -1.09 -0.28
H 6.24 -0.58 0.71
H 7.24 1.67 0.97
H 5.71 3.74 0.42
H 3.54 3.38 -0.41
H -1.48 5.75 -0.88
H -1.68 5.72 0.92
H -3.75 4.58 -0.31
H -2.92 3.66 1.01
Se -2.54 -1.37 -1.80
C -3.84 -1.11 -0.49
C -3.82 -0.17 0.52
C -4.90 -0.08 1.40
N -5.96 -0.90 1.37
C -5.93 -1.83 0.43
C -4.91 -2.01 -0.49
H -3.02 0.55 0.64
H -4.91 0.72 2.15
H -6.80 -2.51 0.42
H -4.86 -2.83 -1.22
C 0.01 -4.28 -0.17
C 0.65 -5.13 -1.25
C 1.72 -5.99 -0.80
N 2.43 -6.81 -0.46
H -0.85 -3.75 -0.57
H 0.66 -3.48 0.15
H -0.25 -4.84 0.72
H 1.02 -4.50 -2.09
H -0.11 -5.75 -1.74
F 0.09 0.83 1.61
C -0.29 -0.33 1.08
F -1.38 -0.68 1.85
F 0.66 -1.26 1.41
*
```

[8]
Computed, not measured: the molecule C19H18F4N2O3 in a non-equilibrium geometry, with ωB97M-V with the def2-TZVPD basis set.

Output
Energy above the lowest of the compared OMol25 structures with the same formula, charge and spin in eV: 15.151
HOMO-LUMO gap in eV: 8.6
SMILES string: COc1ccc(/C=N/NC(=O)c2cccc(COCC(F)(F)C(F)F)c2)cc1
LUMO level in eV: 0.08

```
! wB97M-V def2-TZVPD RIJCOSX def2/J DEFGRID3
* xyz 0 1
C 4.57 -2.53 4.48
H 5.41 -2.92 4.94
O 3.38 -3.38 4.65
C 2.32 -3.19 4.13
C 1.43 -4.14 4.44
C 0.07 -3.88 4.08
C -0.15 -2.79 3.26
C 0.78 -2.15 2.67
C 2.03 -2.30 3.26
H 2.88 -1.49 2.93
H 0.40 -1.30 2.06
C -1.66 -2.87 2.54
N -1.64 -1.83 1.62
N -3.15 -1.61 1.19
C -3.39 -0.81 0.19
O -4.50 -0.68 -0.10
C -2.25 0.40 -0.09
C -2.33 0.81 -1.34
C -1.58 1.73 -1.94
C -0.65 2.34 -0.80
C -0.61 1.75 0.41
C -1.63 0.92 1.02
H -1.68 0.59 1.90
H -0.01 2.38 1.30
H -0.04 2.81 -1.35
C -1.45 2.24 -3.32
O 0.02 1.84 -3.79
C -0.15 2.03 -5.19
C 0.35 3.57 -5.36
F -0.76 4.38 -5.43
F 0.63 3.54 -6.83
C 1.44 4.08 -4.68
F 2.45 3.45 -4.58
F 1.10 4.36 -3.36
H 1.75 5.17 -5.02
H 0.67 1.50 -5.47
H -0.86 1.64 -5.85
H -2.27 1.95 -3.68
H -1.59 3.29 -3.26
H -3.21 0.32 -1.97
H -3.73 -2.15 1.45
H -2.44 -3.34 3.07
H -0.76 -4.60 4.39
H 1.58 -4.83 5.33
H 4.78 -2.82 3.45
H 4.44 -1.49 4.61
*
```

[9]
Computed, not measured: the molecule C19H18F4N4O3 in a non-equilibrium geometry, with ωB97M-V with the def2-TZVPD basis set.

Output
HOMO-LUMO gap in eV: 7.4
SMILES string: CC(=O)N1CC[C@@H](Oc2cc3c(cc2F)CN(C2=CN=NC(=O)[C@H]2C(F)(F)F)C3)C1
LUMO level in eV: -1.80

```
! wB97M-V def2-TZVPD RIJCOSX def2/J DEFGRID3
* xyz 0 1
O 6.81 -0.84 -2.64
O -5.69 -1.99 -0.07
F 2.24 3.11 -0.29
F -6.01 1.31 -0.65
F -5.98 2.15 1.24
F -7.32 0.56 1.27
N -6.07 -1.62 2.17
N -5.61 -1.11 3.23
O 2.92 0.52 0.87
C 5.65 -1.20 -2.90
C -5.63 -1.31 0.96
C -4.40 -0.45 3.08
C -3.97 0.10 1.94
C -0.09 2.68 0.31
C 0.80 0.39 1.69
C 1.30 2.29 0.35
C 1.74 1.15 1.01
C -0.99 1.88 0.99
C -0.51 0.85 1.76
N -2.73 0.76 1.95
N 4.63 -1.03 -1.99
C 5.62 -2.00 -4.24
C -2.47 1.90 1.10
C -1.52 -0.02 2.33
C -6.07 1.00 0.70
C -4.90 0.05 0.77
C 3.24 -1.53 -2.38
C 4.69 -0.14 -0.78
C 2.48 -1.28 -0.96
C 3.18 0.06 -0.50
H -3.70 -0.30 3.89
H -0.34 3.50 -0.31
H 1.32 -0.45 2.12
H 6.04 -1.41 -5.04
H 4.74 -2.40 -4.45
H 6.24 -2.82 -4.06
H -2.79 2.92 1.47
H -2.77 1.81 0.06
H -1.40 -0.92 1.71
H -1.55 -0.30 3.47
H -4.25 -0.02 -0.09
H 2.83 -0.82 -3.07
H 3.34 -2.55 -2.78
H 5.15 -0.71 0.08
H 5.18 0.78 -0.88
H 1.41 -1.26 -1.08
H 2.52 -2.00 -0.18
H 2.68 0.72 -1.17
*
```

[10]
Computed, not measured: the molecule C19H18N2O4S in a non-equilibrium geometry, with ωB97M-V with the def2-TZVPD basis set.

Output
Energy above the lowest of the compared OMol25 structures with the same formula, charge and spin in eV: 0.499
HOMO-LUMO gap in eV: 8.6
SMILES string: Cc1ccc(N[C@@H]2SC(=O)N(Cc3cccc(C(=O)O)c3)C2=O)c(C)c1
LUMO level in eV: 0.38

```
! wB97M-V def2-TZVPD RIJCOSX def2/J DEFGRID3
* xyz 0 1
C 1.43 6.59 1.96
C 1.31 5.25 1.30
C 0.15 4.49 1.42
C 0.06 3.25 0.81
C 1.12 2.74 0.07
C 2.29 3.49 -0.06
C 2.36 4.73 0.56
H 3.27 5.31 0.46
C 3.46 2.97 -0.84
H 4.30 3.66 -0.76
H 3.22 2.86 -1.90
H 3.79 2.00 -0.46
N 1.00 1.51 -0.59
C 0.38 0.40 -0.03
C -0.01 -0.63 -1.08
O -0.67 -0.36 -2.06
N 0.48 -1.87 -0.81
C 1.26 -2.07 0.31
O 1.76 -3.12 0.61
S 1.43 -0.58 1.22
C 0.17 -3.01 -1.67
C -0.86 -3.89 -1.00
C -2.15 -3.42 -0.83
C -3.10 -4.20 -0.18
C -2.75 -5.47 0.30
C -1.46 -5.93 0.12
C -0.52 -5.15 -0.52
H 0.50 -5.50 -0.63
H -1.18 -6.91 0.50
H -3.50 -6.06 0.80
C -4.49 -3.73 0.03
O -5.37 -4.39 0.52
O -4.68 -2.47 -0.38
H -5.61 -2.21 -0.22
H -2.43 -2.44 -1.20
H 1.09 -3.57 -1.85
H -0.22 -2.60 -2.60
H -0.51 0.69 0.54
H 1.80 1.29 -1.17
H -0.86 2.70 0.90
H -0.68 4.87 1.98
H 0.46 6.97 2.25
H 1.92 7.30 1.30
H 2.04 6.50 2.87
*
```

Please write out number 10 again, unchanged.
Computed, not measured: the molecule C19H18N2O4S in a non-equilibrium geometry, with ωB97M-V with the def2-TZVPD basis set.

Output
Energy above the lowest of the compared OMol25 structures with the same formula, charge and spin in eV: 0.499
HOMO-LUMO gap in eV: 8.6
SMILES string: Cc1ccc(N[C@@H]2SC(=O)N(Cc3cccc(C(=O)O)c3)C2=O)c(C)c1
LUMO level in eV: 0.38

```
! wB97M-V def2-TZVPD RIJCOSX def2/J DEFGRID3
* xyz 0 1
C 1.43 6.59 1.96
C 1.31 5.25 1.30
C 0.15 4.49 1.42
C 0.06 3.25 0.81
C 1.12 2.74 0.07
C 2.29 3.49 -0.06
C 2.36 4.73 0.56
H 3.27 5.31 0.46
C 3.46 2.97 -0.84
H 4.30 3.66 -0.76
H 3.22 2.86 -1.90
H 3.79 2.00 -0.46
N 1.00 1.51 -0.59
C 0.38 0.40 -0.03
C -0.01 -0.63 -1.08
O -0.67 -0.36 -2.06
N 0.48 -1.87 -0.81
C 1.26 -2.07 0.31
O 1.76 -3.12 0.61
S 1.43 -0.58 1.22
C 0.17 -3.01 -1.67
C -0.86 -3.89 -1.00
C -2.15 -3.42 -0.83
C -3.10 -4.20 -0.18
C -2.75 -5.47 0.30
C -1.46 -5.93 0.12
C -0.52 -5.15 -0.52
H 0.50 -5.50 -0.63
H -1.18 -6.91 0.50
H -3.50 -6.06 0.80
C -4.49 -3.73 0.03
O -5.37 -4.39 0.52
O -4.68 -2.47 -0.38
H -5.61 -2.21 -0.22
H -2.43 -2.44 -1.20
H 1.09 -3.57 -1.85
H -0.22 -2.60 -2.60
H -0.51 0.69 0.54
H 1.80 1.29 -1.17
H -0.86 2.70 0.90
H -0.68 4.87 1.98
H 0.46 6.97 2.25
H 1.92 7.30 1.30
H 2.04 6.50 2.87
*
```

Copy entry 1 word for word.
Computed, not measured: a structure of composition C19H18Cl2N2OPdS3, with ωB97M-V with the def2-TZVPD basis set.

Output
HOMO-LUMO gap (spin up / spin down) in eV: 7.6 / 4.7
LUMO level (spin up / spin down) in eV: -0.05 / -3.41

```
! wB97M-V def2-TZVPD RIJCOSX def2/J DEFGRID3
* xyz 0 5
Pd 0.42 -0.24 -0.47
S 0.14 -2.55 0.48
C 1.68 -2.78 -0.12
S 2.48 -1.57 -0.95
C 2.32 -4.07 0.14
C 3.65 -4.32 -0.30
N 4.72 -4.54 -0.65
C 1.66 -5.11 0.83
N 1.12 -5.98 1.37
Cl 1.27 1.77 -2.03
C -0.15 2.73 -2.28
C 0.00 3.83 -3.10
C -1.09 4.64 -3.36
C -2.34 4.36 -2.83
C -2.49 3.26 -2.01
Cl -4.07 2.95 -1.39
C -1.40 2.39 -1.69
S -1.65 1.09 -0.63
H 0.97 4.05 -3.52
H -0.97 5.51 -4.00
H -3.19 4.99 -3.03
C 1.31 -0.97 4.59
C 1.15 0.47 4.08
C -0.08 1.11 4.74
C 2.40 1.28 4.44
C 0.99 0.45 2.61
C 0.96 0.41 1.40
H 1.42 -0.97 5.68
H 2.18 -1.45 4.15
H 0.43 -1.57 4.34
H 0.04 1.10 5.83
H -0.98 0.55 4.49
H -0.20 2.14 4.41
H 2.55 1.29 5.53
H 2.31 2.31 4.09
H 3.29 0.84 3.98
C -2.03 -3.01 -3.21
C -1.54 -1.59 -3.23
C -2.39 -0.55 -3.92
O -0.50 -1.28 -2.68
H -2.33 -3.34 -4.20
H -2.93 -3.05 -2.58
H -1.27 -3.66 -2.79
H -2.79 -0.93 -4.86
H -1.81 0.35 -4.09
H -3.25 -0.32 -3.28
*
```